(1)
Here is one molecule with the formula C4H5NO from OMol25. Energies are from ωB97M-V/def2-TZVPD.

Cartesian coordinates (Å):
1 C 1.045 -0.419 0.034
2 C 0.478 0.692 0.877
3 H 1.034 -1.354 0.620
4 H 1.036 1.304 1.570
5 N -1.170 -0.060 -0.465
6 C -0.032 -0.629 -1.023
7 C -0.821 0.798 0.590
8 H -2.098 -0.330 -0.732
9 O 0.040 -1.179 -2.097
10 H 2.046 -0.297 -0.376
11 H -1.558 1.476 1.000

Calculated values
frontier orbital gap	9.6	eV
SMILES string	O=C1CC=CN1
energy relative to the best compared isomer or geometry (same formula, charge and spin)	0.191	eV
max |F|	0.5	eV Å⁻¹
highest occupied orbital energy	-8.6747	eV

=====

(2)
Here is one molecule with the formula C7H12O from OMol25. Energies are from ωB97M-V/def2-TZVPD.

Cartesian coordinates (Å):
1 C 0.060 1.039 0.177
2 H -1.144 -2.114 -0.880
3 C -0.662 0.970 -1.153
4 H -1.486 1.655 -1.321
5 C -0.336 -1.519 -0.443
6 C 2.380 -0.162 0.566
7 H -2.922 -0.693 0.119
8 C 1.616 1.031 0.072
9 H 2.506 -0.881 -0.247
10 C -0.818 -0.132 -0.136
11 H -0.058 0.797 -2.039
12 C -2.176 -0.112 0.669
13 O 2.183 2.021 -0.371
14 H -0.262 1.777 0.907
15 H -2.571 0.900 0.798
16 H -2.026 -0.559 1.656
17 H -0.012 -2.022 0.474
18 H 1.865 -0.628 1.409
19 H 0.492 -1.520 -1.157
20 H 3.373 0.153 0.900

Calculated values
frontier orbital gap	10.3	eV
SMILES string	CC(=O)[C@H]1CC1(C)C
energy relative to the best compared isomer or geometry (same formula, charge and spin)	0.615	eV
max |F|	2.0	eV Å⁻¹
highest occupied orbital energy	-9.4499	eV

=====

(3)
Here is C48H52BClFeN8O4 as an isolated structure from OMol25. Energies are from ωB97M-V/def2-TZVPD.

Cartesian coordinates (Å):
1 H -1.251 1.455 5.060
2 C -0.847 -4.956 -0.281
3 H 1.067 -2.661 4.402
4 H -0.312 -0.491 6.980
5 C -3.617 -1.403 0.235
6 H -4.181 3.783 -3.953
7 H -1.075 -2.387 0.882
8 C 3.222 -2.628 2.142
9 C 1.096 -6.404 0.389
10 H -3.040 5.617 -2.609
11 H 4.334 -0.457 2.755
12 C -1.657 5.139 -1.043
13 H 5.649 1.360 3.861
14 H 5.334 -2.573 -3.556
15 H 1.922 -0.961 7.614
16 C -2.608 -1.734 5.121
17 C -2.572 4.844 -2.013
18 C 1.704 -0.987 6.552
19 C 4.620 1.122 4.141
20 C 5.244 -2.012 -2.626
21 C 3.798 -1.581 -2.329
22 H 2.076 -5.303 -4.438
23 H 6.376 -1.074 3.790
24 H -2.520 -1.910 6.196
25 H -2.431 -2.680 4.609
26 H 3.427 -1.014 -3.185
27 N -2.373 1.169 -1.777
28 C -2.239 2.492 -1.495
29 H -2.960 1.024 4.905
30 H 0.860 -4.339 0.833
31 C -1.366 2.807 -0.390
32 C 0.346 -0.846 6.193
33 C 2.119 -4.752 -3.507
34 C -3.826 1.711 -3.580
35 H 2.831 -0.202 -0.941
36 C 2.832 -0.937 5.710
37 C 0.467 0.443 1.765
38 C 4.333 -0.358 3.839
39 H 4.502 1.331 5.208
40 C -2.859 3.483 -2.275
41 N 2.255 -2.599 0.102
42 H 0.694 3.502 4.152
43 C -0.175 1.663 1.408
44 H -1.158 -3.955 -0.569
45 C 5.487 -1.194 4.411
46 C -1.050 4.154 -0.241
47 H 3.829 -2.875 2.991
48 H 0.867 -7.132 -0.393
49 O -0.502 0.463 -3.889
50 H 5.254 -2.257 4.472
51 O 1.827 0.780 -3.677
52 H 3.367 -3.222 -4.307
53 C -0.189 -1.059 4.964
54 H -3.528 -2.150 -0.535
55 H 0.574 -6.718 1.296
56 C 2.914 -2.823 -2.256
57 H -3.139 -0.271 -2.989
58 C 0.657 2.655 3.476
59 C -1.426 -1.714 -1.765
60 C 2.143 -3.255 -1.175
61 H -5.399 -1.982 1.182
62 C 2.961 -0.798 4.354
63 N -0.941 1.696 0.282
64 H -4.428 1.350 -4.403
65 H -1.398 -5.267 0.613
66 Fe -1.163 0.049 -0.703
67 C -1.618 -0.650 4.678
68 H 3.769 -0.875 6.258
69 N -0.745 -2.655 -1.812
70 C -3.686 3.046 -3.331
71 C -3.123 0.791 -2.785
72 C -0.264 -2.311 2.804
73 N 0.291 -0.764 0.909
74 C 3.819 -0.598 -1.161
75 Cl 0.539 1.100 -3.142
76 H -0.284 4.472 0.445
77 H 3.839 -3.989 0.550
78 O 0.507 0.618 -1.735
79 N 2.309 -1.581 2.135
80 C -3.230 0.282 1.519
81 N -2.756 -0.437 0.443
82 H 5.889 -1.134 -2.696
83 C 0.659 -4.995 -0.015
84 H 2.170 -6.446 0.581
85 H -1.375 6.172 -0.877
86 C -1.995 0.695 5.299
87 H -5.056 -0.004 2.762
88 C 2.836 -3.576 -3.431
89 C 0.621 -1.789 3.905
90 B 1.605 -1.573 0.878
91 H -1.709 -0.541 3.596
92 H 5.748 -0.861 5.419
93 H -2.697 1.141 1.885
94 H -3.634 -1.422 4.908
95 C 1.453 -4.485 -1.208
96 C 1.334 1.491 3.783
97 C -0.089 2.736 2.321
98 H -0.843 -3.195 3.052
99 N -4.627 -1.344 1.132
100 C -4.391 -0.271 1.960
101 H -2.093 0.631 6.385
102 C 1.442 -5.210 -2.388
103 H 4.439 0.252 -1.453
104 H 4.251 -1.038 -0.257
105 C 1.225 0.396 2.932
106 C 3.213 -3.200 0.930
107 C 1.821 -0.938 3.344
108 O 0.344 2.521 -3.121
109 C -0.438 -1.844 1.570
110 H -0.674 3.620 2.142
111 H 1.902 1.409 4.696
112 H 5.622 -2.646 -1.819
113 H 0.898 -6.147 -2.431
114 H 3.957 1.781 3.586
115 H -1.114 -5.636 -1.095

Calculated values
frontier orbital gap (alpha / beta)	6.1 / 5.4	eV
energy relative to the best compared isomer or geometry (same formula, charge and spin)	0.000	eV
max |F|	1.3	eV Å⁻¹
highest occupied orbital energy (alpha / beta)	-3.9768 / -3.9788	eV
net charge	-1
2S+1	2

=====

Question: Which formula does entry 1 have?
Answer: C4H5NO